This record from the OMol25 dataset describes C15H27N3NaO3 as an isolated structure in a non-equilibrium geometry. The level of theory is ωB97M-V/def2-TZVPD.

Computed properties:
HOMO energy   -0.379 hartree
Gap between HOMO and LUMO   0.26556 hartree
Total charge   +1
Energy above the lowest of the compared OMol25 structures with the same formula, charge and spin   0.0 kJ/mol

Geometry as XYZ:
```
49
Properties=species:S:1:pos:R:3:nbo_charge:R:1
Na -0.500 -0.443 -0.767 0.93
O 0.971 1.125 -1.154 -0.66
O -0.196 -0.622 -3.039 -0.65
O 2.716 2.198 -2.074 -0.45
N -2.087 0.628 0.796 -0.89
N 1.501 0.892 -3.451 -0.48
N 0.240 -1.314 1.476 -0.89
C 3.329 2.295 -3.393 -0.09
C -2.050 1.043 -9.631 -0.64
C -1.412 1.035 2.050 -0.22
C 0.617 -0.139 -3.846 0.69
C -1.106 0.601 -7.383 -0.38
C 0.366 -1.746 -5.754 -0.23
C -1.577 -1.349 -8.728 0.01
C 1.663 1.375 -2.136 0.92
C -1.585 0.082 -8.547 -0.03
C -1.777 -1.903 -10.119 -0.65
C -0.822 -1.438 2.495 -0.22
C 2.514 1.459 -4.341 -0.25
C 0.765 -0.550 -5.247 -0.40
C -1.376 -2.164 -7.631 -0.44
C -1.318 -0.107 3.055 -0.43
H 0.933 -0.632 1.791 0.37
H -0.847 -0.055 -6.573 0.20
H -0.484 -2.078 3.324 0.19
H -1.942 1.879 2.513 0.20
H -2.024 2.062 -9.218 0.22
H 0.729 -2.204 1.389 0.38
H -2.815 -1.798 -10.478 0.24
H 0.037 -2.546 -5.091 0.23
H -2.345 1.460 0.261 0.38
H -0.407 1.387 1.788 0.19
H -1.661 -1.960 2.020 0.18
H -0.940 -3.155 -7.780 0.20
H -3.084 0.860 -9.968 0.23
H 0.633 -1.940 -6.793 0.24
H -2.309 -0.277 3.492 0.22
H -0.984 1.680 -7.300 0.19
H -2.956 0.148 1.030 0.37
H -1.911 -1.977 -6.690 0.22
H -1.136 -1.395 -10.854 0.22
H 3.328 3.350 -3.684 0.21
H -0.672 0.205 3.885 0.22
H -1.530 -2.971 -10.150 0.23
H 3.115 0.666 -4.804 0.23
H 1.283 0.118 -5.947 0.23
H -1.408 1.045 -10.527 0.22
H 4.357 1.924 -3.307 0.21
H 2.040 2.082 -5.113 0.22
```

This record from the OMol25 dataset describes C22H41BN7PTc as an isolated structure in a non-equilibrium geometry. The level of theory is ωB97M-V/def2-TZVPD.

Computed properties:
HOMO energy (alpha / beta)   -0.792 / -0.790 hartree
Gap between HOMO and LUMO (alpha / beta)   0.21051 / 0.17168 hartree
Expectation value of S²   3.946
Total charge   +4
Multiplicity   4

Geometry as XYZ:
```
73
Properties=species:S:1:pos:R:3:mulliken_spin:R:1
Tc 0.703 0.308 -0.045 1.88
P -0.768 3.362 0.472 0.00
N 0.629 -1.882 -0.223 0.10
N -0.029 1.904 0.191 -0.21
N 2.313 0.180 -1.289 0.07
N 1.917 -0.230 1.532 0.07
N 3.293 -0.821 -1.171 0.04
N 1.818 -2.609 -0.219 0.13
N 3.044 -1.037 1.335 0.01
C -2.879 3.196 -1.372 0.00
C -1.334 2.925 3.157 -0.01
C 1.525 -3.892 -0.500 0.26
C -3.056 4.237 1.892 0.00
C 3.844 -0.887 2.403 0.07
C -1.796 5.454 -1.141 0.00
C 3.702 0.318 -3.040 0.05
C 2.036 0.385 2.737 0.01
C 0.156 -4.000 -0.745 0.27
C 4.132 -0.705 -2.210 0.09
C -1.543 3.922 -1.142 -0.02
C -0.634 3.551 -2.326 0.00
C -2.044 3.066 1.803 0.02
C -0.370 -2.720 -0.548 0.21
C 0.606 4.516 0.991 -0.03
C 1.456 4.866 -0.242 0.01
C 3.245 -0.013 3.301 0.06
C -2.775 1.738 1.530 0.00
C 1.543 3.812 1.982 0.00
C -1.742 -0.176 -2.196 0.02
C 2.566 0.876 -2.438 -0.01
C 0.031 5.798 1.636 -0.02
B 3.173 -1.843 0.003 -0.02
H -2.324 5.721 -2.072 0.00
H 1.826 3.961 -0.744 -0.01
H 1.080 3.629 2.957 0.00
H -3.444 1.770 0.665 0.00
H 4.996 -1.342 -2.298 0.00
H -0.872 6.047 -1.120 0.00
H -1.389 -2.342 -0.637 0.00
H 2.292 -4.655 -0.517 0.00
H -1.929 -1.212 -2.507 0.00
H -3.710 4.055 2.762 0.00
H -2.439 5.774 -0.308 0.00
H 1.268 1.056 3.076 -0.01
H 0.874 6.474 1.850 0.00
H -2.736 2.106 -1.332 0.00
H -3.395 1.493 2.406 0.00
H -0.659 6.334 0.972 0.00
H -3.665 3.504 -0.671 0.00
H 2.420 4.453 2.156 0.00
H -0.405 -4.859 -1.061 -0.01
H 3.635 0.352 4.229 0.00
H 0.322 4.078 -2.329 0.00
H -0.922 3.874 3.517 0.00
H -3.706 4.329 1.011 0.00
H -0.435 2.473 -2.350 0.00
H 1.900 2.860 1.569 -0.01
H 2.336 5.431 0.098 0.00
H -2.553 5.199 2.067 0.00
H -2.077 2.602 3.903 0.00
H 1.947 1.713 -2.729 0.00
H 4.143 0.647 -3.957 0.00
H 0.936 5.501 -0.966 0.00
H -2.059 0.916 1.392 0.01
H -2.154 0.508 -2.944 0.00
H 4.101 -2.607 0.009 0.00
H -2.243 -0.018 -1.237 -0.01
H -0.647 -0.010 -2.113 -0.01
H -0.476 5.601 2.589 0.00
H -3.247 3.440 -2.386 0.00
H -1.145 3.816 -3.265 0.00
H 4.783 -1.420 2.462 0.00
H -0.549 2.156 3.117 0.00
```

This record from the OMol25 dataset describes C21H26BrNO4PtSe2 as an isolated structure in a non-equilibrium geometry. The level of theory is ωB97M-V/def2-TZVPD.

Computed properties:
HOMO energy   -0.030 hartree
Gap between HOMO and LUMO   0.19630 hartree
Total charge   -2
Energy above the lowest of the compared OMol25 structures with the same formula, charge and spin   0.0 kJ/mol

Geometry as XYZ:
```
56
Properties=species:S:1:pos:R:3:nbo_charge:R:1
Pt 0.344 -0.111 -0.606 0.57
Br -0.784 -2.083 4.255 0.04
Se 0.212 -2.542 -1.746 -0.53
Se -1.925 0.648 -0.762 -0.20
O 0.246 0.140 2.323 -0.73
O 1.838 1.295 3.426 -0.78
O -1.182 -1.817 -4.642 -0.79
O -3.493 -3.296 -4.285 -0.77
N 2.468 -0.411 -0.182 -0.43
C -1.715 -2.870 -1.954 -0.56
C -1.588 -0.280 6.255 -0.26
C -0.181 1.894 5.323 -0.19
C -0.947 2.018 6.468 -0.24
C 0.742 0.705 3.310 0.73
C -3.783 -2.355 -3.259 -0.04
C 3.140 -1.027 -1.330 -0.42
C 1.118 3.675 -2.645 -0.24
C -0.115 0.705 4.594 -0.06
C 2.981 0.963 0.035 -0.28
C -2.541 -1.732 -2.591 -0.16
C 1.035 1.643 -1.296 -0.22
C 3.086 2.977 -1.492 -0.25
C -0.831 -0.374 5.093 -0.08
C -1.658 0.920 6.940 -0.24
C 2.388 1.897 -0.976 -0.01
C 2.454 3.883 -2.334 -0.28
C 2.683 -1.223 1.021 -0.43
C -3.072 -0.779 -1.509 -0.56
C 0.422 2.583 -2.140 -0.27
C -1.764 -0.948 -3.651 -0.09
H 2.959 -0.431 -2.222 0.22
H 3.764 -1.359 1.185 0.15
H -4.393 -1.534 -3.664 0.14
H 2.995 4.732 -2.739 0.18
H 2.234 -0.724 1.870 0.27
H 4.130 3.117 -1.222 0.18
H -0.980 -0.358 -3.177 0.23
H -1.814 -3.769 -2.563 0.21
H 0.602 4.376 -3.296 0.18
H -0.421 -2.203 -4.165 0.50
H -2.674 -2.975 -4.704 0.49
H 2.209 -2.194 0.873 0.22
H -2.259 0.992 7.840 0.19
H -4.386 -2.874 -2.506 0.16
H -2.119 -1.154 6.611 0.21
H 0.406 2.724 4.950 0.23
H -0.987 2.964 6.995 0.19
H 4.083 0.959 0.009 0.16
H -3.429 -1.394 -0.680 0.20
H -3.935 -0.229 -1.897 0.19
H 2.756 -2.031 -1.493 0.22
H 4.223 -1.081 -1.135 0.15
H -2.442 -0.268 -4.174 0.16
H 2.657 1.257 1.038 0.27
H -0.618 2.444 -2.404 0.22
H -2.139 -3.085 -0.974 0.21
```

This record from the OMol25 dataset describes a 15-piece molecular cluster, C24H78O15 overall in a non-equilibrium geometry. The level of theory is ωB97M-V/def2-TZVPD.

Computed properties:
HOMO energy   -0.344 hartree
Gap between HOMO and LUMO   0.33759 hartree
Total charge   0
Energy above the lowest of the compared OMol25 structures with the same formula, charge and spin   333.3 kJ/mol

Geometry as XYZ:
```
117
Properties=species:S:1:pos:R:3:mulliken_charge:R:1
O 4.005 0.241 3.894 -0.45
O 0.754 -3.569 4.565 -0.47
O -7.603 1.213 -1.401 -0.59
O 2.272 -3.439 -2.492 -0.66
O 0.369 2.981 -0.974 -0.86
O 1.154 1.781 -4.933 -0.52
O -2.403 3.260 -0.999 -0.47
O -4.660 3.494 0.719 -0.54
O -1.221 -3.498 -4.523 -0.59
O 1.217 -4.842 -0.235 -0.63
O 0.923 0.266 -0.470 1.41
O 4.773 1.384 -2.360 -0.55
O 2.132 -3.687 2.130 -0.39
O 2.315 4.330 0.616 -0.65
O 3.268 -0.209 1.152 0.11
C -3.469 -3.784 -5.146 -1.63
C 4.472 -0.418 0.409 0.86
C -0.087 -0.594 0.027 1.41
C -5.309 0.627 -1.541 -1.12
C -3.058 3.938 2.478 -0.88
C 0.561 0.945 -3.964 -0.07
C -4.331 3.190 2.079 0.30
C 3.226 -4.333 2.697 -0.79
C 1.352 -2.367 -2.438 0.18
C 3.086 4.861 2.901 -1.56
C -4.119 1.692 2.234 -0.78
C -1.058 -0.800 -1.116 -1.06
C -6.468 1.712 -3.481 -1.43
C 1.077 3.432 2.431 -0.89
C 3.540 2.028 -2.020 0.33
C 5.428 0.773 0.619 -1.53
C -0.759 0.099 1.178 -1.21
C 2.989 0.319 4.926 -0.57
C -6.338 1.593 -1.995 0.66
C 2.466 3.792 2.003 1.27
C -2.544 -3.475 -4.004 1.13
C -0.419 -4.366 4.464 -0.54
C 5.189 -1.716 0.780 -1.36
C -2.670 -4.480 -2.868 -1.33
H 2.451 5.741 2.904 0.37
H 1.790 0.053 -0.074 -0.71
H 0.365 -1.547 0.314 0.06
H -0.618 -1.288 -1.993 0.04
H 3.170 4.673 0.333 0.28
H -6.130 2.571 -1.564 0.20
H 0.313 -2.725 -2.379 -0.18
H 3.593 2.366 -0.986 -0.40
H 0.891 -3.246 5.455 0.24
H -3.629 1.256 1.366 -0.13
H -3.389 -3.008 -5.915 0.38
H -3.713 -4.657 -2.580 0.39
H -3.845 3.312 0.188 0.39
H -4.289 0.895 -1.852 0.16
H 0.665 2.634 1.811 -0.37
H 4.146 -0.428 -0.634 0.27
H -0.594 -3.591 -3.796 0.29
H -5.144 3.538 2.717 0.31
H 4.696 1.061 -3.259 0.32
H 4.105 5.094 2.585 0.45
H 3.145 1.189 5.580 0.26
H 4.614 -2.593 0.490 0.23
H 3.375 2.913 -2.647 0.44
H -2.752 -2.468 -3.612 -0.03
H -1.413 3.380 -0.957 0.29
H 5.011 1.720 0.297 0.15
H 2.099 -3.969 -1.688 0.41
H -7.401 2.207 -3.751 0.38
H -6.311 0.783 -4.030 0.30
H 3.885 -3.647 3.251 0.17
H 1.042 3.442 -0.413 0.29
H -1.476 0.149 -1.479 0.01
H -0.506 0.800 -4.151 0.36
H -4.506 -3.751 -4.797 0.39
H -3.488 1.450 3.108 0.38
H 6.372 0.612 0.083 0.41
H 2.681 1.352 -2.082 -0.18
H 2.892 -5.059 3.458 0.29
H -1.922 -1.404 -0.811 0.45
H -3.247 -4.738 -5.615 0.37
H 0.426 2.041 -0.683 0.05
H -7.697 0.256 -1.485 0.33
H 3.818 -4.871 1.966 0.35
H 5.387 -1.761 1.851 0.17
H -5.046 1.141 2.433 0.36
H 0.650 1.685 -5.744 0.33
H 1.455 -4.482 0.676 0.39
H -5.430 -0.384 -1.947 0.52
H -0.331 -5.275 5.067 0.27
H -5.688 2.404 -3.849 0.32
H -2.119 -4.163 -1.977 0.28
H 3.178 4.492 3.932 0.34
H 2.016 0.379 4.446 0.16
H 5.720 0.826 1.680 0.36
H 1.456 -5.779 -0.220 0.26
H 1.080 3.144 3.482 0.56
H -0.510 -4.645 3.421 0.22
H 3.121 2.919 1.903 -0.37
H 4.758 -0.263 4.215 0.25
H -1.614 -0.460 1.549 0.57
H -1.108 1.085 0.848 -0.17
H 1.567 -3.450 2.910 0.30
H -1.303 -3.820 4.792 0.28
H 3.009 -0.556 5.591 0.29
H -3.094 4.969 2.116 0.36
H 1.469 -1.758 -3.328 0.07
H 0.689 1.407 -2.987 -0.12
H -5.326 0.645 -0.452 0.25
H -2.653 3.556 -1.885 0.24
H 1.518 -1.722 -1.559 0.17
H -2.171 3.483 2.013 -0.16
H 0.429 4.303 2.310 0.43
H 6.123 -1.720 0.211 0.45
H -0.057 0.304 1.996 -0.02
H -2.896 3.962 3.561 0.47
H 1.058 -0.032 -3.933 0.04
H -2.294 -5.458 -3.192 0.35
H 3.433 0.154 2.049 -0.24
```

This record from the OMol25 dataset describes a 2-piece molecular cluster, C2H9NO2 overall in a non-equilibrium geometry. The level of theory is ωB97M-V/def2-TZVPD.

Computed properties:
HOMO energy   -0.324 hartree
Gap between HOMO and LUMO   0.34642 hartree
Structure (SMILES)   CNCO.O
Total charge   0
Energy above the lowest of the compared OMol25 structures with the same formula, charge and spin   50.3 kJ/mol

Geometry as XYZ:
```
14
Properties=species:S:1:pos:R:3:nbo_charge:R:1
O 0.740 -2.366 1.460 -0.94
O -1.252 -0.331 -1.443 -0.73
N -0.172 1.533 -0.271 -0.65
C 0.410 0.594 0.667 -0.43
C -0.732 1.014 -1.514 0.09
H 0.822 -2.203 2.404 0.47
H 0.029 1.007 -2.303 0.14
H -1.574 1.642 -1.786 0.17
H -0.467 -0.891 -1.356 0.46
H -0.932 2.065 0.120 0.36
H 1.370 -3.063 1.252 0.47
H 0.280 1.017 1.658 0.20
H 1.478 0.393 0.502 0.18
H -0.001 -0.411 0.610 0.20
```

This record from the OMol25 dataset describes C6H13F3HgNO8S as an isolated structure in a non-equilibrium geometry. The level of theory is ωB97M-V/def2-TZVPD.

Computed properties:
HOMO energy   0.128 hartree
Gap between HOMO and LUMO   0.10849 hartree
Total charge   -3
Energy above the lowest of the compared OMol25 structures with the same formula, charge and spin   302.4 kJ/mol

Geometry as XYZ:
```
33
Properties=species:S:1:pos:R:3:nbo_charge:R:1
Hg 39.619 2.597 9.727 1.63
S 38.333 5.616 10.807 2.29
F 36.127 4.396 12.225 -0.33
F 37.502 5.483 13.510 -0.37
F 36.242 6.577 12.124 -0.36
O 38.832 0.425 8.710 -0.95
O 39.075 1.628 11.968 -0.53
O 37.546 5.548 9.611 -0.90
O 39.052 6.914 10.929 -1.01
O 38.948 3.856 7.882 -1.33
O 41.716 1.585 9.265 -0.96
O 37.278 2.657 9.772 -1.26
O 39.237 4.424 11.027 -1.03
N 39.110 -0.110 13.425 -0.45
C 38.402 -0.706 14.537 -0.41
C 40.027 -0.139 8.131 -0.11
C 41.464 0.327 8.776 -0.06
C 38.930 1.168 13.090 0.53
C 36.957 5.453 12.258 0.72
C 39.598 -0.986 12.456 -0.43
H 42.302 0.035 8.142 0.07
H 38.910 -1.658 14.692 0.20
H 38.539 0.019 15.339 0.19
H 38.534 1.711 13.961 0.07
H 39.759 -0.592 11.452 0.31
H 37.352 -0.727 14.246 0.19
H 41.621 -0.343 9.622 0.06
H 39.942 -1.216 7.992 0.07
H 36.988 3.123 10.580 0.38
H 40.473 -1.570 12.743 0.16
H 39.886 0.024 7.063 0.09
H 38.971 3.721 6.915 0.40
H 38.827 -1.747 12.337 0.16
```

| no. | DFT total energy (eV) |
| --- | --- |
| 1 | -31016.6948 |
| 2 | -46029.7624 |
| 3 | -235862.9978 |
| 4 | -56863.7423 |
| 5 | -7804.2043 |
| 6 | -47453.9417 |